Here is a 2-piece molecular cluster, C2H3O2Se overall from the Open Molecules 2025 dataset. Energies are from ωB97M-V/def2-TZVPD.

Relative energy (zero: lowest compared OMol25 entry of this formula, charge and spin) = 2.8868 eV
Net charge = -1

XYZ file:
```
8
Properties=species:S:1:pos:R:3:forces:R:3
C -1.506560 -0.718741 0.031960 2.41 -0.93 0.56
C 0.562384 0.329312 0.168673 -0.10 0.01 -0.22
O 2.068273 0.204224 0.246127 -1.52 -0.43 0.11
O -1.605469 -1.802548 0.487213 0.09 -0.01 0.15
Se -2.467015 0.509328 -0.791589 -0.80 1.23 -0.62
H 0.335259 0.940714 -0.706258 -0.06 0.08 0.04
H 0.292322 0.857594 1.079568 0.03 0.14 0.03
H 2.320808 -0.319884 -0.515696 -0.04 -0.10 -0.05
```
Positions in Å, forces in eV/Å.

natural (NBO) population analysis, charges in e, atoms 1 to 2: number 1, C, carries 0.34; number 2, C, carries -0.33

---

Here is C2H3O3Y as an isolated structure from the Open Molecules 2025 dataset. Energies are from ωB97M-V/def2-TZVPD.

Relative energy (zero: lowest compared OMol25 entry of this formula, charge and spin) = 0.0000 eV
Net charge = +2

XYZ file:
```
9
Properties=species:S:1:pos:R:3:forces:R:3
O 1.939274 -1.503300 0.003302 -2.85 0.64 0.04
C 1.147147 -0.665548 0.067009 4.85 -1.25 -0.08
O 0.769485 0.459219 0.155329 -2.48 1.00 0.05
C -2.871273 -0.656267 -0.079469 1.34 -3.75 -0.75
O -2.598863 0.672401 0.094350 4.24 4.64 0.60
Y -0.960382 2.020425 0.247358 -3.28 -3.24 -0.32
H -3.601259 -1.041785 0.656553 0.55 0.28 -0.17
H -3.282713 -0.858040 -1.086400 0.09 0.29 0.42
H -1.842003 -1.323441 -0.050040 -2.46 1.40 0.20
```
Positions in Å, forces in eV/Å.

natural (NBO) population analysis, charges in e, atoms 1 to 2: number 1, O, carries -0.26; number 2, C, carries 1.10

---

Here is one molecule with the formula C2H3O4P from the Open Molecules 2025 dataset. Energies are from ωB97M-V/def2-TZVPD.

Relative energy (zero: lowest compared OMol25 entry of this formula, charge and spin) = 2.4632 eV
SMILES = C#COP(=O)(O)O

XYZ file:
```
10
Properties=species:S:1:pos:R:3:forces:R:3
C 2.311608 -0.348243 0.027912 -1.20 0.02 0.43
C 1.304364 -0.761656 0.595474 0.06 1.83 0.03
O 0.052113 -0.807289 1.240671 1.58 1.12 -2.78
P -1.071843 0.117454 0.342366 -3.80 -0.43 -0.19
O -2.473192 -0.026872 0.854200 2.95 -0.06 -0.12
O -0.709851 1.744048 0.321779 0.97 -3.10 -1.53
O -1.023105 -0.517635 -1.223793 0.99 1.13 2.24
H 3.155302 0.177937 -0.503019 -1.36 -1.38 1.00
H -0.198124 1.908033 -0.507047 -0.23 0.22 0.78
H -1.155190 -1.487439 -1.187793 0.03 0.65 0.13
```
Positions in Å, forces in eV/Å.

natural (NBO) population analysis, charges in e, atoms 1 to 2: number 1, C, carries -0.32; number 2, C, carries 0.24

---

Here is an isolated ion of composition C2H3O5S2 and charge -1 from the Open Molecules 2025 dataset. Energies are from ωB97M-V/def2-TZVPD.

Relative energy (zero: lowest compared OMol25 entry of this formula, charge and spin) = 4.0786 eV
SMILES = O=CS(=O)(=O)OCS[O-]
Net charge = -1

XYZ file:
```
12
Properties=species:S:1:pos:R:3:forces:R:3
C 1.226272 0.029607 1.092883 6.25 2.91 -0.65
C -1.185590 0.100753 -0.450869 -1.88 -0.03 2.68
O 2.309810 -0.161174 -1.334094 -1.03 1.48 0.65
O 1.311719 2.143695 -0.737991 -0.12 -4.95 0.29
O -2.907709 -2.170864 -0.030778 0.70 1.10 -0.43
O 0.465760 -0.576326 1.794574 -2.97 -1.93 1.27
O -0.144684 0.001939 -1.309336 1.74 0.20 -0.58
S 1.285354 0.594388 -0.597598 0.39 2.22 -1.35
S -1.687373 -1.435696 0.513782 -0.01 -0.83 0.52
H 2.396275 0.284183 1.483775 -2.71 -0.34 -1.13
H -0.907341 0.778958 0.379303 -0.47 -0.17 -0.19
H -2.162494 0.410537 -0.803653 0.10 0.34 -1.07
```
Positions in Å, forces in eV/Å.

natural (NBO) population analysis, charges in e, atoms 1 to 2: number 1, C, carries -0.16; number 2, C, carries -0.28

---

Here is a 2-piece molecular cluster, C2H3OP overall from the Open Molecules 2025 dataset. Energies are from ωB97M-V/def2-TZVPD.

Relative energy (zero: lowest compared OMol25 entry of this formula, charge and spin) = 3.7995 eV

XYZ file:
```
7
Properties=species:S:1:pos:R:3:forces:R:3
C -0.683551 -0.341224 -1.127207 0.57 -0.69 -4.01
C -1.219335 -0.556176 -0.097845 0.10 0.20 0.04
O 1.741874 0.694643 0.652599 -0.22 1.60 1.11
P 1.997632 -0.404300 -0.473598 0.30 -0.71 0.11
H -0.492445 -0.511656 -2.201901 0.05 0.76 1.30
H -1.551609 -0.713539 0.838147 -1.01 -0.33 2.53
H 1.686398 0.705362 1.632980 0.21 -0.83 -1.09
```
Positions in Å, forces in eV/Å.

natural (NBO) population analysis, charges in e, atoms 1 to 2: number 1, C, carries -0.28; number 2, C, carries -0.20

---

Here is one molecule with the formula C2H3OPS2 from the Open Molecules 2025 dataset. Energies are from ωB97M-V/def2-TZVPD.

Relative energy (zero: lowest compared OMol25 entry of this formula, charge and spin) = 2.6608 eV
SMILES = OP=C=CSS

XYZ file:
```
9
Properties=species:S:1:pos:R:3:forces:R:3
C -0.078512 -0.637789 0.229117 -1.89 -2.40 1.06
C 1.002273 0.069897 0.385279 0.57 0.69 -0.41
O 3.222010 0.161211 -0.924682 0.40 1.43 0.21
P 2.558363 0.738688 0.502469 -1.90 -1.42 -0.74
S -2.208329 -0.523103 -0.103266 2.61 0.79 0.47
S -2.697236 1.455674 -0.113410 -0.73 0.68 0.16
H -0.138343 -1.772035 0.470347 0.43 2.01 -0.40
H 3.866243 0.831946 -1.258884 -0.59 -0.83 0.29
H -3.554047 1.758465 0.966887 1.11 -0.96 -0.64
```
Positions in Å, forces in eV/Å.

natural (NBO) population analysis, charges in e, atoms 1 to 2: number 1, C, carries -0.22; number 2, C, carries -0.56

---

Here is C2H3P as an isolated structure from the Open Molecules 2025 dataset. Energies are from ωB97M-V/def2-TZVPD.

Relative energy (zero: lowest compared OMol25 entry of this formula, charge and spin) = 1.3330 eV

XYZ file:
```
6
Properties=species:S:1:pos:R:3:forces:R:3
C -1.375871 -0.577802 0.579145 1.85 0.98 -1.67
C -0.435246 -0.269140 -0.132163 -1.12 -1.22 1.04
P 0.939498 0.082027 -1.190050 2.17 1.92 3.83
H -2.237458 -0.585834 1.160870 -0.84 -0.35 0.68
H 2.242070 -0.126633 0.120563 -2.38 0.06 -2.45
H 0.867007 1.477382 -0.538365 0.33 -1.39 -1.43
```
Positions in Å, forces in eV/Å.

natural (NBO) population analysis, charges in e, atoms 1 to 2: number 1, C, carries -0.19; number 2, C, carries -0.40

---

Here is one molecule with the formula C2H3P3 from the Open Molecules 2025 dataset. Energies are from ωB97M-V/def2-TZVPD.

Relative energy (zero: lowest compared OMol25 entry of this formula, charge and spin) = 2.7845 eV
SMILES = C=CP=P#P

XYZ file:
```
8
Properties=species:S:1:pos:R:3:forces:R:3
C 1.001385 -0.308578 -0.250316 -0.60 0.78 -0.13
C -0.307941 -0.076193 0.034197 2.52 -4.30 1.00
P 1.974763 -1.794160 -0.014410 0.77 0.08 -0.61
P -0.830955 -3.216094 1.284223 -0.16 0.04 -0.23
P 0.894760 -3.526237 0.337867 -0.16 -0.11 0.48
H 1.712329 0.443938 -0.764248 -1.49 -0.86 0.90
H -0.784623 0.790639 -0.137577 -1.61 2.95 -0.68
H -0.892701 -0.935263 0.517384 0.73 1.42 -0.72
```
Positions in Å, forces in eV/Å.

natural (NBO) population analysis, charges in e, atoms 1 to 2: number 1, C, carries -0.58; number 2, C, carries -0.32

---

Here is one molecule with the formula C2H3P3 from the Open Molecules 2025 dataset. Energies are from ωB97M-V/def2-TZVPD.

Relative energy (zero: lowest compared OMol25 entry of this formula, charge and spin) = 0.2305 eV
SMILES = C1=P[PH]#P=C1

XYZ file:
```
8
Properties=species:S:1:pos:R:3:forces:R:3
C 0.506844 -0.962146 0.029023 -0.61 -0.93 0.09
C 1.133905 0.258376 -0.172840 -1.45 1.51 0.17
P -1.161250 -1.244460 0.409788 1.38 0.10 -0.12
P 0.239247 1.727792 -0.097315 0.93 0.49 -0.59
P -1.465938 0.828801 0.660344 -1.74 -0.51 0.08
H 1.147030 -1.796999 -0.119825 0.33 -1.00 0.01
H 2.161245 0.363254 -0.434067 0.75 -0.28 -0.02
H -2.561083 0.825382 -0.275110 0.41 0.62 0.39
```
Positions in Å, forces in eV/Å.

natural (NBO) population analysis, charges in e, atoms 1 to 2: number 1, C, carries -0.60; number 2, C, carries -0.58